120
Properties=species:S:1:pos:R:3:forces:R:3 method="wB97M-V/def2-TZVPD" charge=+1 e_above_lowest_kj_mol=87.9
C -0.616985 0.590268 2.474221 0.780 0.287 -0.304
C -1.919601 -0.010956 2.650885 1.311 4.250 1.933
O -2.263573 -0.976664 2.155668 -2.094 -6.328 -2.733
O -2.712969 0.708239 3.451860 -0.043 0.838 1.041
C -3.059149 0.012167 4.649075 -1.301 0.958 -0.369
C -3.048176 0.974829 5.796761 0.894 -0.256 -0.053
C -1.809317 0.822907 6.628337 -0.650 -0.320 0.181
C -1.769443 -0.556275 7.243973 1.391 0.376 -0.359
C -0.399037 -1.177873 7.092947 -0.260 0.290 0.465
C -0.397437 -2.623004 7.424328 -0.636 0.110 -0.417
N -1.310683 -3.361388 6.561521 -0.069 0.635 2.438
C -1.056255 -3.682948 5.352843 -0.378 0.163 0.911
N 0.145713 -3.441191 4.886183 1.853 -0.715 -1.493
C 0.362637 -3.470853 3.429924 0.095 -0.403 0.384
C -0.697885 -4.208836 2.678449 -0.309 -0.301 -0.821
I 0.031011 -5.130070 0.889628 0.059 0.166 -0.045
C -1.489750 -5.117973 3.562972 0.871 -0.325 0.740
B -0.725424 -6.379657 4.182737 -0.533 0.469 -0.733
O 0.314105 -7.027464 3.622325 1.086 0.053 0.183
O -1.155214 -6.806731 5.364959 -0.498 0.258 1.586
N -2.007614 -4.284878 4.667182 -1.514 -0.472 -2.280
H -0.753093 1.463014 1.881422 0.122 1.032 -0.409
H -0.155041 0.838432 3.396577 0.259 0.530 0.933
H 0.019265 -0.076673 1.960773 0.708 -0.714 -0.786
H -2.406816 -0.807883 4.818413 0.785 -0.891 -0.072
H -4.054202 -0.354088 4.532099 -0.772 -0.640 -0.248
H -3.899936 0.815013 6.405897 -0.997 0.036 0.617
H -3.055397 1.945166 5.381496 -0.435 1.235 -0.382
H -1.779283 1.569119 7.384212 0.024 0.722 0.721
H -0.954187 0.988451 6.025237 1.001 0.170 -0.780
H -1.961320 -0.461667 8.285338 -0.680 -0.321 0.916
H -2.459666 -1.190657 6.736066 -0.906 -0.469 0.066
H 0.010604 -0.994440 6.133920 0.305 0.071 -1.244
H 0.262644 -0.695728 7.767143 0.817 0.558 0.726
H -0.733932 -2.739824 8.417152 -0.604 -0.318 1.178
H 0.558228 -3.064732 7.409730 1.273 -0.519 -0.214
H -2.198022 -3.596563 6.952903 -0.463 -0.491 -0.012
H 0.854802 -3.935665 5.397686 0.624 0.509 0.410
H 0.425021 -2.482480 3.046112 0.128 1.006 -0.149
H 1.294909 -3.932217 3.249200 1.247 -0.399 0.035
H -1.367804 -3.481694 2.305934 -0.844 0.760 -0.633
H -2.331871 -5.485792 3.038937 -0.968 -0.442 -0.639
H 1.016730 -6.416039 3.392595 0.241 -0.216 -0.883
H -0.390738 -7.165543 5.820985 -0.137 -0.903 0.253
H -2.697561 -3.633732 4.321852 -0.714 0.003 0.262
C 1.475450 7.033360 -1.342988 -0.274 -0.067 -0.057
C 2.022007 5.721124 -0.826204 0.300 0.349 -0.079
O 0.967777 4.828804 -0.422858 0.056 -0.121 0.089
C 0.356102 4.186386 -1.412465 -0.059 0.197 0.069
O 0.607814 4.267216 -2.584068 0.085 0.035 -0.051
O -0.612452 3.432685 -0.885738 -0.085 -0.205 0.068
C -1.397623 2.739156 -1.861700 -0.132 -0.121 0.019
H 0.804202 7.480492 -0.609740 0.081 0.048 0.074
H 2.288247 7.728365 -1.548144 0.039 -0.004 0.023
H 0.908755 6.886016 -2.260538 0.063 -0.030 -0.067
H 2.618907 5.889230 0.066988 -0.114 -0.120 0.137
H 2.660077 5.236379 -1.562494 -0.111 -0.104 -0.093
H -0.766752 2.166222 -2.536641 0.059 0.073 -0.068
H -2.008035 3.442541 -2.423428 0.061 0.021 -0.095
H -2.046348 2.061382 -1.314711 0.006 0.045 0.139
C -5.512500 1.210437 1.836474 -0.133 0.077 -0.174
C -5.734013 2.063084 3.067411 0.078 -0.398 -0.012
O -5.974060 3.430262 2.718194 0.111 0.031 0.156
C -7.211876 3.702700 2.299780 -0.029 0.053 -0.035
O -8.118584 2.916407 2.217801 -0.018 -0.038 0.005
O -7.265339 4.994729 1.991966 -0.006 0.047 -0.001
C -8.523901 5.428605 1.464001 -0.107 0.143 -0.059
H -4.722938 1.634789 1.215394 0.106 -0.021 0.084
H -5.232199 0.194814 2.116828 0.036 -0.007 0.017
H -6.415524 1.164168 1.230400 -0.068 -0.041 0.057
H -4.838575 2.063792 3.682930 0.076 0.266 -0.028
H -6.550649 1.679001 3.677896 -0.163 0.079 -0.095
H -9.341163 5.146652 2.121304 -0.013 -0.115 0.012
H -8.678572 5.011351 0.471432 -0.045 -0.095 0.017
H -8.474808 6.509900 1.395167 0.147 0.030 0.032
C 2.627115 -5.111769 -5.597902 -0.283 0.064 0.021
C 3.306963 -4.300496 -4.517572 0.023 -0.460 -0.334
O 2.533016 -3.130595 -4.182309 0.159 0.073 -0.017
C 1.497992 -3.341274 -3.380398 0.055 0.003 -0.226
O 1.183595 -4.402088 -2.907407 -0.161 -0.129 0.299
O 0.860296 -2.183188 -3.196245 -0.024 0.028 0.112
C -0.328507 -2.294976 -2.408561 -0.163 0.057 0.046
H 2.408312 -4.484394 -6.461520 0.120 0.006 -0.052
H 3.265458 -5.936202 -5.911568 0.049 0.006 -0.004
H 1.683128 -5.522082 -5.243322 0.025 -0.065 0.065
H 4.265236 -3.939904 -4.879416 -0.051 0.238 -0.034
H 3.498112 -4.898431 -3.628204 -0.158 0.059 0.117
H -0.125132 -2.793729 -1.464417 0.018 -0.114 -0.018
H -1.093737 -2.835377 -2.962537 0.015 -0.114 0.048
H -0.684833 -1.289245 -2.208579 0.161 0.121 -0.136
C 1.328617 2.624317 -5.251858 -0.108 0.201 -0.142
C 0.771804 1.940797 -6.481761 0.288 -0.218 0.261
O -0.200499 2.760990 -7.149071 -0.089 -0.132 0.010
C 0.294313 3.730554 -7.913807 -0.008 0.026 0.013
O 1.459164 3.960179 -8.108113 0.026 0.016 -0.015
O -0.730856 4.407235 -8.433434 -0.034 0.024 -0.033
C -0.352599 5.528086 -9.236344 -0.055 0.125 -0.103
H 0.524555 2.943662 -4.593418 -0.025 -0.062 0.059
H 1.985727 1.948713 -4.707023 0.028 -0.079 0.018
H 1.896620 3.512639 -5.521302 0.068 -0.016 -0.044
H 0.242860 1.032900 -6.198597 -0.191 0.050 -0.082
H 1.561408 1.656186 -7.174214 0.017 0.135 -0.121
H 0.357939 5.236831 -10.004632 0.102 -0.030 0.041
H 0.070366 6.312451 -8.611928 0.107 -0.020 -0.001
H -1.259728 5.893580 -9.706240 -0.106 -0.078 0.067
C 9.419833 0.129769 -4.651828 -0.195 0.052 0.205
C 9.172851 -1.321057 -5.001955 0.276 0.224 -0.247
O 8.438091 -1.998794 -3.968460 0.104 -0.103 0.010
C 7.129311 -1.777511 -3.959177 0.007 -0.033 0.044
O 6.515718 -1.094562 -4.735075 -0.128 0.053 -0.058
O 6.603281 -2.454901 -2.934375 -0.105 -0.106 0.149
C 5.196677 -2.261551 -2.750599 0.037 0.102 0.177
H 9.898248 0.208312 -3.675311 0.112 -0.027 -0.035
H 10.060933 0.596548 -5.398082 0.033 -0.024 -0.023
H 8.484467 0.685045 -4.605946 -0.034 -0.005 -0.089
H 10.117256 -1.853138 -5.084261 -0.029 -0.147 0.154
H 8.655484 -1.419315 -5.954045 -0.172 0.001 0.039
H 4.650085 -2.447450 -3.662810 0.081 0.274 -0.070
H 4.999775 -1.251955 -2.393211 -0.012 0.065 -0.113
H 4.869564 -2.970288 -1.993869 0.207 -0.090 0.037



109
Properties=species:S:1:pos:R:3:forces:R:3 method="wB97M-V/def2-TZVPD" charge=+1
C -0.514775 5.590896 1.771551 0.154 0.066 0.111
O -1.054048 5.065922 2.957597 -0.264 -0.107 -0.084
C -0.383214 3.920646 3.449996 0.096 0.075 0.002
C -1.364186 3.053907 4.243709 0.208 0.021 0.107
C -1.176586 1.551879 4.026332 -0.134 0.038 0.074
C 0.160154 0.979388 4.546196 0.053 -0.017 0.055
C 0.984708 0.198722 3.517029 -0.203 -0.008 -0.161
C 1.789140 1.069241 2.533575 0.080 -0.259 -0.085
C 1.151194 1.181037 1.147195 -0.081 0.131 0.075
C 1.812828 2.240272 0.265133 0.114 -0.240 -0.147
C 0.970161 2.712844 -0.935191 0.331 0.112 0.001
P -0.012288 1.449478 -1.731810 0.070 0.120 -0.182
C -1.290796 2.231588 -2.748453 -0.079 -0.111 -0.193
S -2.659054 2.627721 -1.676745 -0.063 -0.041 0.149
O -3.367088 1.399193 -1.453127 0.181 0.334 0.099
O -2.154456 3.433825 -0.597979 -0.128 -0.264 -0.149
C 0.963091 0.411639 -2.791020 -0.042 0.074 0.124
I 1.930561 1.489246 -4.297290 0.052 0.129 -0.096
C 1.094947 -0.910726 -2.693571 0.239 -0.296 -0.059
C 1.964173 -1.784541 -3.531217 0.191 -0.006 -0.035
I 0.081813 -2.027465 -1.260569 -0.322 -0.153 0.217
H -0.350165 4.791349 1.036870 -0.011 0.049 -0.015
H 0.435401 6.115138 1.948751 -0.043 -0.065 -0.027
H -1.236182 6.297448 1.359619 0.053 -0.040 0.068
H 0.464900 4.242255 4.071694 0.019 -0.103 -0.097
H 0.026619 3.348890 2.601288 -0.090 0.020 0.034
H -2.370055 3.357711 3.945845 0.040 -0.057 0.014
H -1.261685 3.259261 5.314189 -0.103 0.090 -0.084
H -1.991191 1.043907 4.551442 0.011 -0.004 -0.173
H -1.305262 1.324312 2.961360 0.010 0.006 0.069
H -0.049912 0.305077 5.380892 0.016 0.099 -0.012
H 0.773290 1.788161 4.962077 0.001 -0.091 -0.033
H 1.657287 -0.487624 4.036550 0.009 0.114 0.008
H 0.296425 -0.435369 2.939490 0.106 -0.040 0.092
H 2.776998 0.614203 2.401748 0.025 0.244 0.038
H 1.935689 2.071681 2.950082 0.054 -0.093 -0.004
H 1.242290 0.201686 0.657472 -0.194 0.053 0.027
H 0.080010 1.399586 1.254060 0.082 0.004 0.014
H 2.054358 3.124083 0.862050 -0.024 -0.027 -0.085
H 2.756920 1.842898 -0.122453 -0.010 0.091 0.144
H 0.296088 3.533990 -0.685165 -0.126 -0.147 0.046
H 1.614482 3.081523 -1.739735 -0.093 0.146 0.026
H -0.699173 0.646803 -0.828913 -0.011 -0.016 0.071
H -1.668481 1.517301 -3.485746 0.128 0.055 0.025
H -0.885670 3.121788 -3.232093 0.034 0.160 0.050
H -3.403072 3.417453 -2.480740 -0.087 0.052 -0.041
H 2.487227 -2.491431 -2.885221 -0.028 0.024 -0.062
H 2.724496 -1.221130 -4.072227 -0.150 -0.069 -0.013
H 1.348820 -2.366545 -4.225022 0.023 0.092 0.022
C 2.823493 5.823235 -3.772058 0.005 -0.080 0.063
C 1.323752 5.806768 -3.873906 -0.119 -0.122 0.097
O 0.663104 4.928196 -3.349026 0.035 -0.003 -0.061
C 0.681819 6.921234 -4.648538 -0.107 -0.043 0.011
H 3.173344 4.972620 -3.191332 0.004 0.005 -0.009
H 3.264581 5.793109 -4.769668 0.012 0.040 -0.011
H 3.154504 6.749050 -3.299157 0.011 0.024 -0.032
H 1.054746 6.924687 -5.674018 0.032 0.030 0.000
H 0.945240 7.881869 -4.203351 0.031 0.013 -0.022
H -0.398829 6.804745 -4.652265 0.009 0.006 0.001
C -6.538351 1.116435 -1.450051 -0.055 -0.096 -0.064
C -7.947653 0.604941 -1.247134 0.035 0.048 0.015
O -8.303567 -0.451851 -1.713721 0.000 -0.009 0.031
C -8.867150 1.474799 -0.431190 -0.092 -0.099 -0.012
H -5.971848 0.406433 -2.046511 0.007 0.004 0.000
H -6.566172 2.084365 -1.955959 0.001 0.027 0.041
H -6.044187 1.256239 -0.487790 -0.014 0.044 0.011
H -8.968310 2.458999 -0.892365 0.050 0.019 0.016
H -8.462933 1.614798 0.572868 -0.003 0.040 0.002
H -9.846488 1.009952 -0.354196 -0.003 0.016 -0.001
C -9.336271 -1.629511 2.620768 0.055 0.083 0.013
C -10.366759 -0.540415 2.444596 -0.028 -0.065 -0.019
O -10.094500 0.626332 2.606982 0.042 0.000 -0.018
C -11.751658 -0.985855 2.045390 -0.016 0.103 0.007
H -8.382839 -1.191388 2.905801 0.000 -0.008 0.003
H -9.660877 -2.332560 3.389710 -0.018 -0.024 -0.022
H -9.222491 -2.187761 1.689578 -0.022 -0.018 0.001
H -12.157957 -1.666751 2.795240 0.012 -0.032 -0.014
H -11.710652 -1.526823 1.098164 0.008 -0.031 0.011
H -12.402913 -0.121217 1.946398 -0.004 -0.007 0.001
C 6.250568 -3.727957 -2.136270 0.019 0.033 -0.023
C 5.599412 -3.133785 -3.355956 0.054 -0.065 0.131
O 4.987692 -2.087623 -3.303716 -0.034 0.023 -0.071
C 5.731564 -3.911082 -4.640499 -0.052 0.092 -0.043
H 6.084266 -3.084723 -1.276148 -0.010 -0.015 0.003
H 5.825368 -4.713159 -1.934820 0.021 0.042 0.002
H 7.322263 -3.850313 -2.306658 0.003 -0.020 -0.034
H 5.305823 -4.908308 -4.516511 0.031 -0.017 0.018
H 6.785107 -4.035646 -4.895652 0.006 -0.033 0.017
H 5.221419 -3.390722 -5.447520 0.006 -0.004 -0.004
C 1.905646 -4.866754 0.823136 0.131 0.040 -0.116
C 3.068131 -5.621039 0.221170 0.006 -0.108 0.090
O 3.857866 -5.072290 -0.518228 -0.206 0.034 -0.065
C 3.209547 -7.068802 0.600667 0.056 0.007 -0.055
H 1.934093 -3.840105 0.468838 -0.018 0.029 0.052
H 0.962800 -5.334423 0.532887 -0.004 -0.034 0.053
H 1.970696 -4.885693 1.912106 -0.022 -0.054 0.005
H 2.313310 -7.620648 0.310392 -0.017 0.003 0.039
H 3.327070 -7.158926 1.681943 -0.011 0.014 0.008
H 4.081191 -7.497602 0.113535 -0.006 -0.007 -0.007
C 8.266433 -6.093966 2.919327 -0.056 -0.062 0.052
C 6.870182 -5.934833 2.373151 0.043 0.009 -0.011
O 5.933226 -6.552415 2.826500 -0.013 0.001 0.004
C 6.677943 -4.968357 1.228551 -0.047 -0.163 0.174
H 8.266309 -6.813611 3.733651 0.004 0.002 0.000
H 8.940355 -6.432842 2.130487 0.010 0.034 -0.014
H 8.639201 -5.133062 3.278556 0.016 0.012 -0.032
H 7.287501 -5.266753 0.373444 0.033 0.025 0.015
H 6.987401 -3.965155 1.527631 0.018 0.008 -0.029
H 5.628701 -4.983199 0.953247 0.081 0.162 -0.126



Asked for E_tot across the records above, the calculation gives -86368.7789, -88966.9620 eV in order.
Asked for frontier orbital gap across the records above, the calculation gives 8.63, 7.88 eV in order.